Density functional theory data (the ωB97M-V functional and the def2-TZVPD basis) for C5H32O11 as an isolated structure.

```
48
C5H32O11 | the Open Molecules 2025 dataset | the ωB97M-V functional and the def2-TZVPD basis
O 2.38 0.30 0.70
H 2.23 1.20 0.41
H 2.95 0.39 1.46
O -2.28 -2.14 -1.02
H -3.18 -2.47 -1.01
H -2.38 -1.19 -1.07
O 2.92 -1.59 -0.09
H 3.12 -1.32 -0.99
H 2.66 -0.78 0.34
O 1.88 2.26 0.01
H 1.39 2.34 0.83
H 2.42 3.05 -0.01
O -3.04 -0.30 -0.78
H -3.74 0.33 -0.60
H -2.25 0.24 -0.85
O -2.27 -1.06 1.65
H -1.88 -1.71 1.07
H -1.93 -1.28 2.52
C 0.18 1.78 2.04
O 1.56 2.25 2.17
H -0.35 2.39 1.31
H 0.08 0.73 1.79
H -0.29 1.84 3.02
H 1.86 1.92 3.02
C 1.61 0.70 -2.19
O 1.11 1.94 -1.64
H 1.03 0.38 -3.07
H 2.61 0.90 -2.56
H 1.59 -0.10 -1.45
H 1.46 2.07 -0.75
C -0.54 -3.51 0.29
O -1.54 -2.65 0.77
H -1.06 -4.38 -0.12
H 0.09 -3.09 -0.50
H 0.04 -3.90 1.13
H -2.13 -2.40 0.05
C -1.36 2.10 -1.24
O -1.28 0.66 -1.10
H -1.41 2.35 -2.30
H -2.27 2.38 -0.70
H -0.53 2.70 -0.86
H -0.50 0.37 -0.63
C 0.00 -0.88 0.08
O 0.33 0.49 0.09
H -0.91 -0.95 -0.52
H 0.77 -1.60 -0.23
H -0.34 -1.29 1.03
H 1.19 0.52 0.51
```

Properties
ΔE to the lowest compared entry with this formula, charge and spin, eV: 28.151